The following is a DFT calculation (wB97M-V/def2-TZVPD) of 3 unconnected molecules or ions with the total composition C4H15N2O2.

Results
spin multiplicity	2
max |F|	5.132	eV Å⁻¹
E	-420.62032	hartree
charge	+2
energy relative to the best compared isomer or geometry (same formula, charge and spin)	72.7	kcal/mol
highest occupied orbital energy (spin up / spin down)	-18.47 / -18.47	eV
LUMO energy (spin up / spin down)	-0.253 / -0.443	Eh
<S²>	0.7540

Each atom is followed by the atoms it is bonded to, with distances in Å.
CARTESIAN COORDINATES (ANGSTROEM)
1 C -2.300 1.941 0.251  C2 1.506, N6 1.456, H7 1.149, H8 1.073
2 C -0.958 2.231 0.871  C1 1.506, C3 1.492, H9 1.162, H10 1.197
3 C -0.179 0.997 0.559  C2 1.492, C4 1.338, H11 1.139
4 C -0.093 -0.120 1.291  C3 1.338, N5 1.493, H12 1.146
5 N 0.587 -1.335 0.753  C4 1.493, H13 1.087, H14 1.051, H15 1.129
6 N -2.024 1.317 -1.034  C1 1.456, H16 1.046, H17 1.000
7 H -2.763 2.981 0.092  C1 1.149
8 H -3.076 1.437 0.794  C1 1.073
9 H -1.141 2.506 1.986  C2 1.162
10 H -0.586 3.309 0.509  C2 1.197
11 H 0.427 0.989 -0.405  C3 1.139
12 H -0.826 -0.500 2.086  C4 1.146
13 H 1.580 -1.278 1.191  N5 1.087
14 H 0.327 -2.345 0.887  N5 1.051
15 H 0.897 -1.158 -0.318  N5 1.129
16 H -2.429 1.913 -1.793  N6 1.046
17 H -2.145 0.330 -1.132  N6 1.000
18 H 1.175 -4.439 -0.498  O20 0.980
19 H 2.033 -3.059 -0.847  O20 1.007
20 O 1.238 -3.468 -0.384  H18 0.980, H19 1.007
21 H 3.836 -1.254 -1.177  O23 0.919
22 H 3.310 -0.255 -2.264  O23 0.999
23 O 3.110 -0.742 -1.416  H21 0.919, H22 0.999